Record 1
This record from the OMol25 dataset describes a structure of composition C35H27N4O2P2S3V. The level of theory is ωB97M-V/def2-TZVPD.

CARTESIAN COORDINATES (ANGSTROEM)
V 1.10180 0.96295 -1.47243
S -0.81688 -0.80405 -2.40790
P -0.86101 -0.85537 -0.38787
C 0.53290 -0.34738 0.38682
P 2.02522 -1.09147 0.22652
S 2.91683 -0.87365 -1.58667
C 3.12723 -0.40245 1.50468
C 2.57822 -0.07049 2.74064
C 3.38254 0.42751 3.75589
C 4.74182 0.60689 3.53527
C 5.28979 0.29174 2.30089
C 4.48558 -0.21225 1.28679
C 2.02557 -2.88827 0.58465
C 1.46770 -3.71597 -0.39169
C 1.31881 -5.07330 -0.16123
C 1.73856 -5.62415 1.04427
C 2.30946 -4.81192 2.01093
C 2.45213 -3.44640 1.78409
C -1.48484 -2.49720 0.15523
C -2.15832 -3.34722 -0.71433
C -2.57166 -4.60297 -0.28752
C -2.30823 -5.01823 1.01049
C -1.63396 -4.17330 1.88221
C -1.22599 -2.91813 1.45754
C -2.22300 0.23139 0.18439
C -3.23865 0.66516 -0.65854
C -4.25297 1.47959 -0.16937
C -4.27229 1.84631 1.16845
C -3.26635 1.40488 2.01822
C -2.24147 0.61157 1.52456
H 1.50918 -0.18108 2.87783
H 2.94719 0.68977 4.71277
H 5.37048 1.00768 4.32185
H 6.34543 0.45309 2.11895
H 4.89445 -0.43819 0.31022
H 1.15057 -3.27793 -1.33169
H 0.86556 -5.70078 -0.91917
H 1.62025 -6.68573 1.22680
H 2.64593 -5.23686 2.94952
H 2.89167 -2.81688 2.54836
H -2.32788 -3.02377 -1.73459
H -3.08821 -5.26302 -0.97456
H -2.61706 -6.00342 1.33926
H -1.40779 -4.50136 2.88972
H -0.66569 -2.26558 2.11740
H -3.20512 0.38180 -1.70406
H -5.03115 1.83176 -0.83676
H -5.06184 2.48514 1.54603
H -3.26671 1.70080 3.06082
H -1.42096 0.29899 2.16066
N -1.52993 3.91201 -2.96861
C -1.78256 4.30013 -1.66615
C -2.55314 5.31581 -1.11763
C -2.54046 5.42431 0.26181
C -1.78643 4.55469 1.06201
C -1.02789 3.54019 0.51172
C -1.04122 3.41675 -0.87181
N -0.36754 2.52907 -1.68382
C -0.65770 2.86463 -2.91180
C 0.01969 2.22748 -4.02369
C -0.24450 2.26612 -5.35477
S 0.89163 1.29234 -6.19054
C 1.66577 0.92086 -4.70269
N 1.11015 1.46570 -3.67432
H -1.76874 4.42342 -3.79809
H -3.12886 5.99568 -1.73299
H -3.12259 6.20532 0.73446
H -1.80427 4.68564 2.13628
H -0.42974 2.85932 1.10362
H -1.04950 2.76516 -5.86747
H 2.52194 0.26660 -4.63293
O 2.35052 3.77536 -2.09020
N 2.78372 3.45951 -0.98288
O 2.40476 2.32560 -0.54388

ΔE to the lowest compared entry with this formula, charge and spin	0.00	kcal/mol
spin multiplicity	4
net charge	-1
orbital gap (spin up / spin down)	5.6 / 6.2	eV
LUMO level (spin up / spin down)	2.085 / 2.082	eV
<S²>	3.762



Record 2
This record from the OMol25 dataset describes a structure of composition C35H28AlClN7OP. The level of theory is ωB97M-V/def2-TZVPD.

CARTESIAN COORDINATES (ANGSTROEM)
Al -1.42142 -0.54646 0.25590
Cl -0.46790 0.00729 7.34902
C -0.83825 -0.36566 5.70513
C -1.16538 -1.67819 5.34698
C -1.43616 -2.01073 4.03648
C -1.37487 -1.03769 3.03946
O -1.58203 -1.39399 1.77063
C -1.10027 0.29499 3.40869
C -1.24150 1.36802 2.47782
N -1.46150 1.20406 1.21427
C -1.79838 2.28226 0.35592
C -1.65004 3.62208 0.56843
C -2.12685 4.54851 -0.38876
C -2.75201 4.13277 -1.52924
C -2.91019 2.74708 -1.77843
C -3.55371 2.21135 -2.91519
C -3.66489 0.85460 -3.06961
C -3.10691 0.01328 -2.10243
N -2.49369 0.48035 -1.02330
C -2.41050 1.83896 -0.83777
C -0.83046 0.61634 4.75235
H -1.21029 -2.43532 6.11892
H -1.68934 -3.02551 3.76122
H -1.21687 2.37743 2.88611
H -1.17139 3.99374 1.46566
H -2.00186 5.60523 -0.19742
H -3.13133 4.84812 -2.24705
H -3.96322 2.88415 -3.65932
H -4.16225 0.42199 -3.92529
H -3.15131 -1.06208 -2.21136
H -0.61765 1.64141 5.03082
C 2.36082 -4.48844 -0.62673
C 1.24985 -3.96516 -1.48750
C 1.03576 -2.45756 -1.26135
C 1.95888 -1.61004 -0.45352
C 2.92695 -2.20961 0.23380
C 3.13287 -3.67268 0.09742
P 1.09059 -0.01533 -0.32186
C 1.44827 0.73580 -1.92715
C 0.43877 1.05295 -2.83015
C 0.75390 1.61219 -4.06251
C 2.07796 1.85850 -4.38959
C 3.09258 1.53873 -3.49255
C 2.78212 0.97699 -2.26606
C 1.81913 1.02245 0.95761
C 2.06418 0.47042 2.21727
C 2.54476 1.26733 3.24466
C 2.76582 2.62158 3.02358
C 2.50429 3.17750 1.77812
C 2.03197 2.38203 0.74214
H 2.56078 -5.55207 -0.64992
H 1.33024 -4.31050 -2.51841
H 0.67609 -1.95396 -2.16127
H 3.55361 -1.66852 0.93234
H 3.95078 -4.10372 0.66054
H -0.59641 0.86012 -2.58347
H -0.03305 1.85268 -4.76522
H 2.32476 2.29915 -5.34642
H 4.12571 1.72459 -3.75364
H 3.57639 0.72423 -1.57296
H 1.87337 -0.58098 2.40481
H 2.74945 0.83254 4.21428
H 3.14942 3.24230 3.82261
H 2.68199 4.23108 1.60690
H 1.83804 2.82171 -0.22896
N -1.74255 -5.23027 -2.38970
N -1.21922 -4.10272 -1.78065
N -0.12888 -4.26506 -0.86395
C -0.11901 -2.86688 -0.35167
N -1.38114 -2.26710 -0.73725
N -1.92268 -3.05348 -1.61053
H -1.07105 -5.58244 -3.06183
H -2.62801 -4.98842 -2.81795
H 0.07431 -2.79831 0.71811

ΔE to the lowest compared entry with this formula, charge and spin	79.23	kcal/mol
spin multiplicity	1
net charge	+2
orbital gap	7.0	eV
LUMO level	-6.324	eV



Record 3
This record from the OMol25 dataset describes a structure of composition C35H28AsClN7O3V in a non-equilibrium geometry. The level of theory is ωB97M-V/def2-TZVPD.

CARTESIAN COORDINATES (ANGSTROEM)
V -0.29004 -0.73915 -0.60401
Cl -6.84840 1.13828 1.40585
C -5.22653 1.03383 0.80011
C -4.32234 2.07761 1.04880
C -3.03337 2.01502 0.58273
C -2.57263 0.88976 -0.12055
O -1.32021 0.82096 -0.52023
C -3.50041 -0.14623 -0.39248
C -3.13124 -1.21838 -1.27425
N -1.90413 -1.51128 -1.54368
C -1.55457 -2.27368 -2.69546
C -2.27839 -3.23392 -3.33154
C -1.76225 -3.84917 -4.49547
C -0.54651 -3.49062 -4.99836
C 0.23008 -2.50414 -4.34421
C 1.51988 -2.10540 -4.75567
C 2.19841 -1.17268 -4.03123
C 1.60913 -0.63011 -2.87937
N 0.40648 -0.97037 -2.45116
C -0.28143 -1.90819 -3.18851
C -4.83117 -0.04506 0.06173
H -4.65697 2.94372 1.60631
H -2.33542 2.82181 0.76715
H -3.93198 -1.72249 -1.81449
H -3.24292 -3.54601 -2.94754
H -2.34627 -4.61437 -4.99086
H -0.16130 -3.95970 -5.89593
H 1.96399 -2.55319 -5.63788
H 3.19082 -0.85344 -4.31727
H 2.13157 0.10080 -2.28487
H -5.54044 -0.83106 -0.17493
N -2.02397 -1.52100 2.06755
N -1.98768 -2.86318 1.67821
C -0.93792 -3.28556 0.93802
N -0.79016 -4.57905 0.69289
N -0.07108 -2.36442 0.53609
N 0.81829 -2.65959 -0.49016
O 1.89219 -1.97375 -0.41302
O 0.65451 -3.67511 -1.26163
H -1.68431 -1.41868 3.01572
H -2.96975 -1.16784 1.99600
H -2.48623 -3.54776 2.22541
H -1.50372 -5.23269 0.96503
H -0.17978 -4.79787 -0.09407
C 5.34104 -0.14707 2.98854
C 4.30096 0.43387 3.69947
C 3.08491 0.69110 3.07748
C 2.91166 0.36064 1.73976
C 3.95251 -0.23345 1.02895
C 5.16708 -0.47898 1.65135
As 1.26762 0.74453 0.79003
C 1.74838 2.42313 -0.06476
C 2.62842 2.62246 -1.11523
C 2.84553 3.90785 -1.59540
C 2.18001 4.98373 -1.02115
C 1.31416 4.78506 0.04441
C 1.09800 3.50287 0.53355
C 0.26578 3.15909 1.71089
C -0.45935 4.06100 2.48405
C -1.16340 3.61567 3.59497
C -1.14026 2.27188 3.95267
C -0.42317 1.36784 3.17961
C 0.26870 1.80855 2.06280
H 6.28794 -0.34214 3.47594
H 4.43425 0.69430 4.74189
H 2.28750 1.16064 3.63627
H 3.81320 -0.52087 -0.00511
H 5.97511 -0.93779 1.09477
H 3.18061 1.79705 -1.54754
H 3.53696 4.07017 -2.41241
H 2.34937 5.98534 -1.39545
H 0.82177 5.63585 0.49880
H -0.47378 5.11382 2.22646
H -1.71942 4.32370 4.19709
H -1.67272 1.93555 4.83378
H -0.37121 0.32797 3.47473

ΔE to the lowest compared entry with this formula, charge and spin	9.93	kcal/mol
spin multiplicity	2
net charge	+1
orbital gap (spin up / spin down)	6.3 / 6.4	eV
LUMO level (spin up / spin down)	-3.325 / -3.275	eV
<S²>	0.763



Question: Which of these has the highest ΔE to the lowest compared entry with this formula, charge and spin?
Answer: C35H28AlClN7OP



Copy entry 1 word for word.
This record from the OMol25 dataset describes a structure of composition C35H27N4O2P2S3V. The level of theory is ωB97M-V/def2-TZVPD.

CARTESIAN COORDINATES (ANGSTROEM)
V 1.10180 0.96295 -1.47243
S -0.81688 -0.80405 -2.40790
P -0.86101 -0.85537 -0.38787
C 0.53290 -0.34738 0.38682
P 2.02522 -1.09147 0.22652
S 2.91683 -0.87365 -1.58667
C 3.12723 -0.40245 1.50468
C 2.57822 -0.07049 2.74064
C 3.38254 0.42751 3.75589
C 4.74182 0.60689 3.53527
C 5.28979 0.29174 2.30089
C 4.48558 -0.21225 1.28679
C 2.02557 -2.88827 0.58465
C 1.46770 -3.71597 -0.39169
C 1.31881 -5.07330 -0.16123
C 1.73856 -5.62415 1.04427
C 2.30946 -4.81192 2.01093
C 2.45213 -3.44640 1.78409
C -1.48484 -2.49720 0.15523
C -2.15832 -3.34722 -0.71433
C -2.57166 -4.60297 -0.28752
C -2.30823 -5.01823 1.01049
C -1.63396 -4.17330 1.88221
C -1.22599 -2.91813 1.45754
C -2.22300 0.23139 0.18439
C -3.23865 0.66516 -0.65854
C -4.25297 1.47959 -0.16937
C -4.27229 1.84631 1.16845
C -3.26635 1.40488 2.01822
C -2.24147 0.61157 1.52456
H 1.50918 -0.18108 2.87783
H 2.94719 0.68977 4.71277
H 5.37048 1.00768 4.32185
H 6.34543 0.45309 2.11895
H 4.89445 -0.43819 0.31022
H 1.15057 -3.27793 -1.33169
H 0.86556 -5.70078 -0.91917
H 1.62025 -6.68573 1.22680
H 2.64593 -5.23686 2.94952
H 2.89167 -2.81688 2.54836
H -2.32788 -3.02377 -1.73459
H -3.08821 -5.26302 -0.97456
H -2.61706 -6.00342 1.33926
H -1.40779 -4.50136 2.88972
H -0.66569 -2.26558 2.11740
H -3.20512 0.38180 -1.70406
H -5.03115 1.83176 -0.83676
H -5.06184 2.48514 1.54603
H -3.26671 1.70080 3.06082
H -1.42096 0.29899 2.16066
N -1.52993 3.91201 -2.96861
C -1.78256 4.30013 -1.66615
C -2.55314 5.31581 -1.11763
C -2.54046 5.42431 0.26181
C -1.78643 4.55469 1.06201
C -1.02789 3.54019 0.51172
C -1.04122 3.41675 -0.87181
N -0.36754 2.52907 -1.68382
C -0.65770 2.86463 -2.91180
C 0.01969 2.22748 -4.02369
C -0.24450 2.26612 -5.35477
S 0.89163 1.29234 -6.19054
C 1.66577 0.92086 -4.70269
N 1.11015 1.46570 -3.67432
H -1.76874 4.42342 -3.79809
H -3.12886 5.99568 -1.73299
H -3.12259 6.20532 0.73446
H -1.80427 4.68564 2.13628
H -0.42974 2.85932 1.10362
H -1.04950 2.76516 -5.86747
H 2.52194 0.26660 -4.63293
O 2.35052 3.77536 -2.09020
N 2.78372 3.45951 -0.98288
O 2.40476 2.32560 -0.54388

ΔE to the lowest compared entry with this formula, charge and spin	0.00	kcal/mol
spin multiplicity	4
net charge	-1
orbital gap (spin up / spin down)	5.6 / 6.2	eV
LUMO level (spin up / spin down)	2.085 / 2.082	eV
<S²>	3.762



Question: ΔE to the lowest compared entry with this formula, charge and spin of number 2 (C35H28AlClN7OP)?
Answer: 79.23 kcal/mol



Question: Among the records above, which one has the lowest spin multiplicity?
Answer: C35H28AlClN7OP